(1)
{
  "formula": "C51H66N6PdSe",
  "method": "ωB97M-V/def2-TZVPD",
  "elements": ["Pd", "C", "C", "C", "C", "C", "C", "C", "N", "C", "C", "C", "C", "C", "C", "C", "C", "C", "C", "N", "C", "C", "C", "N", "C", "C", "C", "C", "C", "C", "C", "C", "C", "C", "C", "C", "C", "C", "N", "C", "C", "H", "H", "H", "H", "H", "H", "H", "H", "H", "H", "H", "H", "H", "H", "H", "H", "H", "H", "H", "H", "H", "H", "H", "H", "H", "H", "H", "H", "H", "H", "H", "H", "H", "H", "H", "H", "H", "H", "H", "H", "H", "H", "H", "H", "C", "C", "C", "C", "N", "C", "Se", "N", "C", "C", "C", "C", "C", "C", "C", "C", "C", "C", "H", "H", "H", "H", "H", "H", "H", "H", "H", "H", "H", "H", "H", "H", "H", "H", "H", "H", "H", "H", "H", "H"],
  "positions_angstrom": [[-0.6482, -0.0725, 0.0862], [-4.1331, -4.5896, -1.7136], [-2.6827, -5.0306, -1.4653], [-1.9611, -4.0639, -0.5730], [-1.8607, -4.0913, 0.7758], [-2.3803, -5.1317, 1.7283], [-3.6381, -4.6654, 2.4793], [-1.2382, -2.8344, 1.1680], [-0.9779, -2.0737, 0.0731], [-1.3956, -2.7920, -1.0040], [-1.2566, -2.3896, -2.3154], [-0.9371, -1.1092, -2.7501], [-0.8664, -0.6803, -4.1426], [-1.1217, -1.5588, -5.3360], [0.0516, -2.4813, -5.6880], [-0.5964, 0.6467, -4.1204], [-0.5704, 1.0424, -2.7226], [-0.5972, 2.3534, -2.2682], [-0.8298, 2.7530, -0.9758], [-0.7116, 1.9517, 0.1073], [-1.0030, 2.7141, 1.1888], [-0.8594, 2.2980, 2.4912], [-0.6598, 0.9918, 2.9085], [-0.7634, -0.0925, 2.1055], [-0.6548, -1.1870, 2.8926], [-0.9191, -2.4778, 2.4628], [-0.3870, -0.7824, 4.2621], [-0.4148, 0.5682, 4.2780], [-0.1216, 1.4950, 5.4229], [1.2678, 2.1418, 5.2918], [-0.1138, -1.7254, 5.3919], [-1.3938, -2.1564, 6.1260], [-1.3723, 4.0605, 0.7707], [-1.2608, 4.0869, -0.5726], [-1.6392, 5.2049, -1.4977], [-0.5000, 6.2101, -1.7232], [-1.9429, 5.1207, 1.6670], [-3.3723, 4.7772, 2.1143], [-0.7549, -0.0421, -1.9379], [-0.3952, 1.5660, -5.2868], [1.0805, 1.6505, -5.7034], [-4.6545, -5.2866, -2.3753], [-4.1568, -3.5957, -2.1668], [-4.6805, -4.5387, -0.7692], [-2.1621, -5.1110, -2.4220], [-2.6795, -6.0229, -1.0095], [-1.6016, -5.3853, 2.4532], [-2.6142, -6.0406, 1.1706], [-3.4262, -3.7781, 3.0808], [-4.0140, -5.4517, 3.1415], [-4.4313, -4.4062, 1.7720], [-1.4631, -3.1346, -3.0758], [-1.3563, -0.9307, -6.1966], [-2.0035, -2.1715, -5.1350], [0.9380, -1.8949, -5.9501], [-0.1939, -3.1240, -6.5405], [0.3016, -3.1212, -4.8415], [-0.5090, 3.1380, -3.0107], [-0.9116, 3.0666, 3.2556], [-0.9211, -3.2751, 3.2024], [-0.1776, 0.9411, 6.3605], [-0.8837, 2.2773, 5.4651], [2.0392, 1.3703, 5.2408], [1.4854, 2.7965, 6.1396], [1.3327, 2.7301, 4.3758], [0.5636, -1.2493, 6.1036], [0.3947, -2.6099, 5.0052], [-1.8882, -1.2916, 6.5774], [-1.1647, -2.8718, 6.9205], [-2.1002, -2.6286, 5.4358], [-2.5030, 5.7319, -1.0848], [-1.9551, 4.7925, -2.4559], [-0.2490, 6.7265, -0.7926], [-0.7894, 6.9639, -2.4601], [0.4019, 5.7053, -2.0805], [-1.9506, 6.0736, 1.1345], [-1.3071, 5.2503, 2.5474], [-4.0012, 4.5724, 1.2437], [-3.8228, 5.5995, 2.6779], [-3.3768, 3.8833, 2.7422], [-0.7552, 2.5658, -5.0406], [-0.9889, 1.2145, -6.1319], [1.7059, 1.9353, -4.8524], [1.2197, 2.3905, -6.4962], [1.4309, 0.6837, -6.0765], [6.0518, -3.3760, 2.4030], [4.7650, -3.5864, 1.6029], [3.6855, -2.5770, 1.9857], [2.3462, -2.8053, 1.2944], [2.4351, -2.6726, -0.1570], [2.4762, -1.4779, -0.8107], [2.2443, 0.1640, -0.0423], [2.7355, -1.7604, -2.1256], [2.9987, -0.7727, -3.1729], [4.4417, -0.8271, -3.6782], [5.5008, -0.5476, -2.6137], [5.4978, 0.8989, -2.1166], [2.8305, -3.1432, -2.3003], [3.0681, -3.9243, -3.4215], [3.1000, -5.3020, -3.2504], [2.9060, -5.8776, -1.9943], [2.6695, -5.0909, -0.8742], [2.6349, -3.7189, -1.0542], [6.8319, -4.0787, 2.0944], [5.8713, -3.5229, 3.4744], [6.4320, -2.3579, 2.2637], [4.3909, -4.6038, 1.7743], [4.9843, -3.4977, 0.5345], [4.0209, -1.5668, 1.7463], [3.5102, -2.6182, 3.0679], [1.6300, -2.0751, 1.6366], [1.9608, -3.8012, 1.5116], [2.7705, 0.2008, -2.7457], [2.3055, -0.9542, -3.9922], [4.5409, -0.0912, -4.4844], [4.6322, -1.8136, -4.1091], [6.4790, -0.7744, -3.0419], [5.3573, -1.2299, -1.7677], [5.5442, 1.5987, -2.9603], [6.3629, 1.0861, -1.4744], [4.6031, 1.1173, -1.5323], [3.2143, -3.4809, -4.3982], [3.2690, -5.9415, -4.1093], [2.9390, -6.9555, -1.8884], [2.5194, -5.5370, 0.1017]],
  "lowdin_charge": [0.945, -0.079, -0.188, -0.132, -0.130, -0.184, -0.082, -0.237, 0.010, -0.228, 0.051, -0.223, -0.129, -0.182, -0.089, -0.135, -0.229, 0.055, -0.230, -0.007, -0.225, 0.049, -0.221, -0.001, -0.236, 0.027, -0.132, -0.128, -0.187, -0.083, -0.192, -0.084, -0.131, -0.127, -0.193, -0.088, -0.189, -0.085, -0.002, -0.184, -0.082, 0.071, 0.075, 0.066, 0.102, 0.102, 0.107, 0.101, 0.062, 0.072, 0.069, 0.108, 0.102, 0.109, 0.062, 0.074, 0.060, 0.109, 0.113, 0.115, 0.101, 0.109, 0.078, 0.070, 0.067, 0.107, 0.104, 0.075, 0.070, 0.065, 0.108, 0.103, 0.071, 0.069, 0.075, 0.100, 0.109, 0.079, 0.070, 0.069, 0.100, 0.103, 0.074, 0.071, 0.064, -0.113, -0.265, -0.191, -0.164, -0.009, -0.667, 0.725, -0.003, -0.149, -0.183, -0.251, -0.110, -0.145, -0.015, -0.088, -0.087, -0.008, -0.156, 0.069, 0.072, 0.075, 0.106, 0.104, 0.089, 0.121, 0.069, 0.124, 0.075, 0.106, 0.117, 0.093, 0.104, 0.101, 0.075, 0.071, 0.012, 0.107, 0.102, 0.102, 0.109],
  "de_lowest_kcal_mol": 7.61,
  "fmax_ev_per_a": 1.3,
  "e_tot_ev": -131729.643,
  "total_charge": 0,
  "orbital_gap_ha": 0.21695,
  "multiplicity": 1
}

=====

(2)
{
  "formula": "C50H130N10O15",
  "method": "ωB97M-V/def2-TZVPD",
  "elements": ["C", "C", "C", "O", "C", "N", "H", "H", "H", "H", "H", "H", "H", "H", "H", "H", "H", "C", "C", "C", "O", "C", "N", "H", "H", "H", "H", "H", "H", "H", "H", "H", "H", "H", "C", "C", "C", "O", "C", "N", "H", "H", "H", "H", "H", "H", "H", "H", "H", "H", "H", "C", "C", "C", "O", "C", "N", "H", "H", "H", "H", "H", "H", "H", "H", "H", "H", "H", "C", "C", "C", "O", "C", "N", "H", "H", "H", "H", "H", "H", "H", "H", "H", "H", "H", "C", "O", "C", "C", "N", "C", "C", "O", "C", "H", "H", "H", "H", "H", "H", "H", "H", "H", "H", "H", "H", "H", "H", "H", "C", "O", "C", "C", "N", "C", "C", "O", "C", "H", "H", "H", "H", "H", "H", "H", "H", "H", "H", "H", "H", "H", "H", "H", "C", "O", "C", "C", "N", "C", "C", "O", "C", "H", "H", "H", "H", "H", "H", "H", "H", "H", "H", "H", "H", "H", "H", "H", "C", "O", "C", "C", "N", "C", "C", "O", "C", "H", "H", "H", "H", "H", "H", "H", "H", "H", "H", "H", "H", "H", "H", "H", "C", "O", "C", "C", "N", "C", "C", "O", "C", "H", "H", "H", "H", "H", "H", "H", "H", "H", "H", "H", "H", "H", "H", "H"],
  "positions_angstrom": [[-14.3402, -26.9709, 9.7311], [-14.4836, -25.5126, 9.3292], [-15.7676, -24.8613, 9.7849], [-16.0024, -23.7453, 8.9695], [-17.3149, -23.5942, 8.5277], [-13.3652, -24.6921, 9.8656], [-13.3669, -27.3244, 9.3856], [-15.0998, -27.5816, 9.2388], [-14.4321, -27.1355, 10.8079], [-14.3770, -25.5262, 8.2429], [-15.7491, -24.6971, 10.8662], [-16.5353, -25.6303, 9.5944], [-17.6183, -24.4194, 7.8662], [-17.4938, -22.7950, 7.8043], [-18.0349, -23.4450, 9.3337], [-13.1370, -24.9968, 10.8016], [-13.6015, -23.7120, 9.8153], [-12.6552, -25.6469, 5.8639], [-11.5721, -26.0912, 6.8486], [-11.3007, -27.5873, 6.9129], [-10.3806, -27.8193, 7.9539], [-9.7900, -29.1011, 7.8156], [-10.2800, -25.4948, 6.3863], [-13.6469, -25.9050, 6.2276], [-12.4639, -26.1003, 4.8860], [-12.5135, -24.5887, 5.6379], [-11.8166, -25.7130, 7.8468], [-10.9687, -27.9491, 5.9360], [-12.2562, -28.0678, 7.1822], [-8.9517, -29.2115, 8.5010], [-9.3703, -29.2393, 6.8150], [-10.5281, -29.8847, 7.9929], [-10.4777, -24.4993, 6.3049], [-9.6188, -25.5725, 7.1534], [-18.5010, -20.1413, -0.9369], [-17.5948, -21.2711, -0.5195], [-16.1116, -20.9950, -0.6883], [-15.2894, -21.9154, 0.0597], [-15.1209, -23.1338, -0.6633], [-17.8613, -21.5346, 0.9293], [-18.5846, -19.3007, -0.2500], [-19.5174, -20.5068, -1.1060], [-18.2294, -19.7330, -1.9175], [-17.9178, -22.2046, -0.9936], [-15.8745, -20.0677, -0.1641], [-15.9341, -20.9158, -1.7632], [-14.7414, -22.9828, -1.6779], [-16.0993, -23.6236, -0.7183], [-14.4246, -23.7235, -0.0655], [-18.7330, -22.0387, 1.0556], [-17.1654, -22.1686, 1.3142], [-13.9404, -29.3801, 0.4295], [-14.0815, -28.1513, -0.4856], [-13.9790, -26.8170, 0.2605], [-12.7068, -26.7261, 0.8382], [-12.5950, -25.9174, 1.9571], [-13.0449, -28.2684, -1.5355], [-14.6693, -29.3201, 1.2404], [-12.9428, -29.4037, 0.8759], [-14.0439, -30.3272, -0.0958], [-15.0619, -28.2771, -0.9512], [-14.8198, -26.8451, 0.9652], [-14.2097, -26.0395, -0.4746], [-11.6429, -26.1043, 2.4553], [-13.3893, -25.9635, 2.7159], [-12.6021, -24.8273, 1.7853], [-12.1723, -28.1075, -1.0295], [-13.0830, -27.4311, -2.1169], [-20.4225, -23.1324, 3.8215], [-20.7599, -21.7837, 3.1937], [-22.0290, -21.1974, 3.8026], [-22.3669, -20.0425, 3.0685], [-23.7376, -19.8836, 2.7672], [-19.6749, -20.8251, 3.3635], [-21.2870, -23.7782, 3.6314], [-20.1490, -23.1397, 4.8786], [-19.5967, -23.6972, 3.3745], [-20.9302, -21.9469, 2.1190], [-21.8037, -20.9284, 4.8440], [-22.8272, -21.9393, 3.9058], [-24.3374, -19.8364, 3.6771], [-24.1430, -20.6697, 2.1231], [-23.8521, -18.9673, 2.1925], [-18.9710, -20.9875, 2.6470], [-19.9857, -19.8682, 3.2453], [-14.7541, -22.3392, 4.2745], [-15.4235, -23.5711, 4.1690], [-16.7130, -23.5100, 4.7213], [-17.3234, -24.9029, 4.8355], [-16.3154, -25.6975, 5.5560], [-16.8217, -26.8583, 6.2762], [-15.5970, -27.7562, 6.5554], [-15.1327, -28.2700, 5.3260], [-13.7451, -28.3834, 5.1861], [-13.7318, -22.5501, 3.9511], [-14.7129, -21.8980, 5.2715], [-15.1038, -21.6082, 3.5354], [-17.3037, -22.8189, 4.0963], [-16.7357, -23.0515, 5.7188], [-17.4053, -25.3193, 3.8193], [-18.3450, -24.9063, 5.2077], [-15.5926, -25.9900, 4.9155], [-17.4336, -27.5009, 5.6231], [-17.4221, -26.5622, 7.1347], [-16.0126, -28.6102, 7.1100], [-14.8822, -27.3201, 7.2565], [-13.4273, -29.2619, 4.6179], [-13.1333, -28.3269, 6.0909], [-13.4028, -27.5477, 4.5499], [-21.9644, -24.1408, -4.4148], [-21.1972, -24.7359, -3.4032], [-19.8091, -24.5466, -3.5683], [-19.0994, -25.1178, -2.3577], [-19.5965, -24.5740, -1.1092], [-18.8529, -24.8551, 0.0976], [-19.2982, -26.1027, 0.8185], [-18.9002, -27.3027, 0.1696], [-19.3403, -28.4342, 0.8432], [-23.0261, -24.3651, -4.4021], [-21.5907, -24.4324, -5.4059], [-21.8159, -23.0526, -4.4060], [-19.6627, -23.4621, -3.6475], [-19.3856, -25.0578, -4.4409], [-18.0286, -24.9832, -2.5650], [-19.1029, -26.2188, -2.3233], [-20.6008, -24.6689, -1.1475], [-18.9323, -23.9740, 0.7413], [-17.7827, -24.7841, -0.1144], [-20.3904, -26.0416, 0.8599], [-18.8078, -26.1305, 1.7998], [-18.8979, -28.5773, 1.8387], [-19.0638, -29.3180, 0.2636], [-20.4344, -28.4742, 0.9392], [-12.2231, -16.9215, 6.5878], [-13.6151, -16.8339, 6.3174], [-14.1243, -18.0634, 5.8057], [-15.6417, -18.0071, 6.0272], [-16.2197, -19.3455, 5.8592], [-17.6785, -19.2513, 6.1549], [-18.0462, -19.1351, 7.6310], [-18.5020, -20.3368, 8.2315], [-19.7721, -20.7293, 7.7628], [-11.7813, -15.9306, 6.6290], [-11.6498, -17.4769, 5.8333], [-12.1621, -17.5502, 7.4852], [-13.6932, -18.8682, 6.4058], [-13.9290, -18.2253, 4.7432], [-16.1255, -17.3295, 5.3126], [-15.8536, -17.6648, 7.0376], [-16.1635, -19.6734, 4.9025], [-18.1327, -20.1591, 5.7532], [-18.0504, -18.4379, 5.5211], [-18.6991, -18.2705, 7.7772], [-17.1190, -18.9466, 8.1746], [-20.5914, -20.0381, 7.9889], [-20.1198, -21.6666, 8.2047], [-19.7026, -20.9279, 6.6887], [-17.9469, -34.0452, 14.2794], [-17.7072, -34.4428, 12.9381], [-16.3208, -34.5268, 12.6148], [-15.9468, -33.3018, 11.7772], [-16.2345, -32.0133, 12.3716], [-15.9462, -30.8667, 11.5358], [-17.0125, -30.4824, 10.4940], [-17.9585, -29.5530, 10.9720], [-18.9316, -30.0891, 11.8473], [-17.7084, -34.8108, 15.0210], [-19.0173, -33.8508, 14.3484], [-17.4248, -33.1035, 14.4591], [-16.2682, -35.3920, 11.9490], [-15.7027, -34.7867, 13.4782], [-16.6372, -33.4386, 10.9407], [-14.9206, -33.3608, 11.3877], [-15.7432, -31.8830, 13.2464], [-15.0784, -31.1202, 10.8967], [-15.6574, -29.9881, 12.1113], [-17.4697, -31.4028, 10.1142], [-16.4684, -29.9740, 9.6981], [-19.7854, -30.4848, 11.2861], [-19.1940, -29.3207, 12.5702], [-18.5527, -30.9597, 12.3933], [-10.3674, -37.2000, 9.9777], [-10.6511, -35.9778, 9.3328], [-11.2527, -36.0769, 8.0643], [-11.4734, -34.6862, 7.4919], [-12.5500, -34.0682, 8.2451], [-12.6769, -32.6360, 8.0263], [-12.8795, -32.2350, 6.5598], [-11.8151, -31.3797, 6.1802], [-11.8448, -30.9951, 4.8144], [-10.1969, -38.0774, 9.3519], [-11.1812, -37.4129, 10.6782], [-9.4850, -37.0404, 10.5977], [-12.1189, -36.7433, 7.9832], [-10.5251, -36.5682, 7.3959], [-11.7321, -34.7765, 6.4361], [-10.4658, -34.2475, 7.4740], [-12.5518, -34.3161, 9.2215], [-11.7423, -32.1027, 8.2814], [-13.3240, -32.1123, 8.7326], [-13.8621, -31.7533, 6.4868], [-12.8316, -33.0642, 5.8488], [-12.5676, -30.1891, 4.6742], [-12.0303, -31.8659, 4.1838], [-10.8745, -30.5712, 4.5611]],
  "lowdin_charge": [-0.055, -0.422, -0.211, -0.153, -0.118, 0.048, 0.078, 0.056, 0.084, 0.107, 0.134, 0.121, 0.069, 0.068, 0.096, 0.066, 0.068, -0.049, -0.390, -0.239, -0.168, -0.092, 0.042, 0.051, 0.049, 0.083, 0.120, 0.134, 0.096, 0.086, 0.088, 0.070, 0.062, 0.067, -0.065, -0.420, -0.181, -0.197, -0.090, 0.042, 0.081, 0.076, 0.078, 0.114, 0.133, 0.128, 0.094, 0.063, 0.075, 0.041, 0.069, -0.066, -0.423, -0.217, -0.160, -0.125, 0.031, 0.073, 0.072, 0.073, 0.132, 0.127, 0.108, 0.093, 0.073, 0.087, 0.066, 0.066, -0.064, -0.438, -0.212, -0.187, -0.107, 0.060, 0.080, 0.073, 0.050, 0.133, 0.126, 0.125, 0.087, 0.086, 0.086, 0.023, 0.075, -0.114, -0.187, -0.237, -0.183, -0.047, -0.179, -0.220, -0.147, -0.110, 0.083, 0.086, 0.081, 0.107, 0.108, 0.106, 0.109, 0.095, 0.117, 0.106, 0.116, 0.077, 0.053, 0.050, 0.070, -0.119, -0.193, -0.229, -0.220, -0.046, -0.206, -0.207, -0.184, -0.138, 0.086, 0.086, 0.086, 0.123, 0.126, 0.118, 0.116, 0.111, 0.082, 0.107, 0.129, 0.112, 0.088, 0.089, 0.090, -0.114, -0.202, -0.217, -0.206, -0.065, -0.201, -0.208, -0.185, -0.123, 0.085, 0.083, 0.089, 0.118, 0.123, 0.119, 0.114, 0.091, 0.085, 0.110, 0.122, 0.117, 0.090, 0.084, 0.061, -0.114, -0.197, -0.213, -0.205, -0.075, -0.205, -0.216, -0.192, -0.104, 0.084, 0.086, 0.072, 0.119, 0.119, 0.118, 0.114, 0.112, 0.101, 0.126, 0.122, 0.105, 0.087, 0.087, 0.071, -0.110, -0.187, -0.252, -0.215, -0.051, -0.192, -0.208, -0.211, -0.091, 0.087, 0.085, 0.085, 0.126, 0.120, 0.111, 0.130, 0.103, 0.108, 0.105, 0.123, 0.107, 0.026, 0.094, 0.094],
  "de_lowest_kcal_mol": 88.67,
  "fmax_ev_per_a": 2.6,
  "e_tot_ev": -99558.527,
  "total_charge": 0,
  "smiles": "COC[C@H](C)N.COC[C@H](C)N.COC[C@H](C)N.COC[C@H](C)N.COC[C@H](C)N.COCCNCCOC.COCCNCCOC.COCCNCCOC.COCCNCCOC.COCCNCCOC",
  "orbital_gap_ha": 0.33325,
  "multiplicity": 1
}